{"formula": "C22H20N5OPtS", "method": "ωB97M-V/def2-TZVPD", "species": ["Pt", "C", "C", "C", "C", "N", "C", "N", "C", "N", "C", "N", "C", "C", "C", "C", "C", "N", "C", "C", "C", "C", "C", "C", "H", "H", "H", "H", "H", "H", "H", "H", "H", "H", "H", "H", "O", "S", "C", "C", "C", "C", "H", "H", "H", "H", "H", "H", "H", "H"], "xyz": [[-0.636772, 0.179707, -0.367268], [-2.320171, -3.723328, -0.510009], [-1.554346, -4.479759, -1.381171], [-0.424963, -3.905089, -1.912442], [-0.051950, -2.549278, -1.583525], [-0.830485, -1.830587, -0.672294], [-1.919851, -2.405216, -0.190645], [0.999468, -2.082210, -2.188602], [1.424690, -0.794536, -2.191062], [0.703911, 0.298504, -1.794663], [1.432163, 1.443877, -2.002547], [1.012515, 2.709305, -1.772188], [0.002389, 3.076032, -1.041767], [-0.356455, 4.474020, -1.106570], [-1.431417, 4.965248, -0.405636], [-2.156479, 4.080484, 0.374075], [-1.778287, 2.719306, 0.421842], [-0.742233, 2.216813, -0.228111], [2.678017, 1.097770, -2.576965], [3.741205, 1.865332, -3.035995], [4.796761, 1.178946, -3.594344], [4.798244, -0.290910, -3.704391], [3.744136, -1.053218, -3.260263], [2.674346, -0.363645, -2.696880], [-3.227856, -4.112040, -0.068805], [-1.838320, -5.490822, -1.640648], [0.225060, -4.428867, -2.599365], [-2.511508, -1.810702, 0.491965], [0.263680, 5.100013, -1.733073], [-1.706421, 6.009549, -0.468876], [-3.019419, 4.400415, 0.941887], [-2.352236, 2.020491, 1.014584], [3.733419, 2.944823, -2.971206], [5.656677, 1.718109, -3.971073], [5.660908, -0.765737, -4.154271], [3.741111, -2.130815, -3.351732], [-1.601236, -0.044436, 1.416458], [-0.740074, 0.170272, 2.727036], [-1.997676, 0.473956, 3.987348], [-1.622408, -0.448515, 5.144558], [-1.296040, -1.792566, 4.497328], [-0.322950, -1.479786, 3.357241], [-2.939006, 0.180160, 3.516765], [-2.008733, 1.536357, 4.222176], [-2.445349, -0.512838, 5.854241], [-0.758399, -0.056664, 5.684853], [-2.204163, -2.255270, 4.108627], [-0.843768, -2.487331, 5.202178], [-0.358031, -2.163237, 2.509119], [0.708304, -1.402087, 3.704102]], "forces_ev_per_angstrom": [[0.366, -0.094, 0.223], [-0.016, 0.130, 0.077], [0.052, -0.051, -0.034], [0.011, 0.029, 0.043], [-0.134, -0.023, 0.090], [0.043, -0.026, -0.109], [-0.005, -0.245, -0.014], [0.083, 0.193, -0.088], [-0.171, -0.148, 0.017], [0.030, 0.121, -0.064], [-0.185, 0.058, 0.082], [0.063, -0.155, -0.124], [-0.116, 0.026, 0.115], [0.012, -0.045, 0.033], [0.054, 0.055, -0.055], [-0.008, -0.141, 0.071], [0.015, 0.252, 0.040], [0.012, 0.041, -0.118], [0.096, -0.064, -0.106], [-0.053, 0.003, 0.033], [0.040, -0.186, -0.009], [0.073, 0.197, 0.013], [-0.094, -0.011, 0.055], [0.162, 0.058, -0.085], [0.006, 0.023, 0.013], [0.006, 0.003, -0.009], [-0.001, 0.018, -0.012], [-0.036, 0.000, -0.034], [-0.008, -0.017, -0.017], [0.015, 0.002, 0.003], [0.005, -0.022, 0.009], [-0.064, 0.017, -0.068], [0.009, -0.006, 0.002], [0.006, -0.029, -0.018], [0.007, 0.033, -0.011], [-0.008, 0.010, -0.020], [-0.295, -0.047, 0.114], [0.045, 0.076, -0.156], [-0.010, 0.035, 0.067], [-0.022, -0.020, -0.030], [0.025, 0.048, -0.021], [-0.022, -0.093, 0.089], [-0.009, 0.012, 0.015], [0.000, -0.010, 0.027], [-0.023, 0.001, -0.017], [-0.003, 0.003, 0.006], [-0.009, 0.002, -0.001], [0.011, -0.015, -0.014], [0.043, 0.006, -0.004], [0.001, -0.001, 0.001]], "multiplicity": 5, "total_energy_ev": -46688.666, "lumo_energy_ev": [-8.996, -12.800], "charge": 3, "fmax_ev_per_a": 0.44}